# 1
The following is a quantum chemistry calculation of a molecular structure, C4H20BClCrO4 at a distorted geometry, from OMol25.

## Properties
Net charge: 0
Orbital gap (spin up / spin down), eV: 6.83 / 7.61
2S+1: 5
DFT total energy, eV: -54279.2045
Molar mass, u: 230.46
HOMO (spin up / spin down), eV: -7.52 / -8.30

Geometry as XYZ:
```
31
Properties=species:S:1:pos:R:3:forces:R:3
Cr 0.461047 -0.086795 -0.044608 1.0 -1.0 0.9
Cl 2.493120 -0.676864 1.339401 -0.9 0.5 -0.5
B -0.261608 -2.411282 -0.290476 0.2 -0.4 0.3
H -1.142799 -3.028052 -0.376032 -3.4 -1.9 -0.7
H -0.238868 -2.020952 0.715190 0.1 1.6 4.0
H 0.642137 -2.983908 -0.430421 3.3 -2.2 -0.5
H -0.214993 -1.605174 -1.006201 -0.2 3.2 -3.3
C 0.884978 2.802755 1.557455 0.1 0.3 0.3
O 0.831072 2.035938 0.339251 0.0 -0.2 0.2
H 1.796818 3.399919 1.564014 -0.1 0.1 -0.1
H -0.010019 3.416633 1.658659 0.1 0.2 -0.2
H 0.921125 2.195191 2.461709 0.1 -0.6 -0.6
H 0.841185 2.635068 -0.410786 0.1 0.1 0.1
C 2.340214 -1.229471 -2.707764 -0.2 -1.5 0.6
O 1.673522 -0.199607 -1.990277 0.3 1.2 -0.5
H 2.801833 -1.887934 -1.971947 0.2 0.1 0.1
H 1.567278 -1.843531 -3.169937 0.2 0.1 -0.5
H 3.112185 -0.902737 -3.404487 -0.3 0.3 0.0
H 1.892328 0.636313 -2.408571 0.0 0.0 0.0
C -0.986492 -0.177592 2.977530 0.6 -0.6 2.2
O -0.971002 0.250689 1.662793 -0.9 1.1 -0.5
H -0.149487 -0.859261 3.128737 -0.5 -0.6 -0.2
H -0.789210 0.570450 3.745399 0.1 0.9 -0.3
H -1.983712 -0.515736 3.259134 0.2 -0.8 -0.1
H -1.886919 0.482458 1.492559 0.1 0.2 -0.6
C -2.498118 0.087549 -1.245031 -0.8 -1.9 0.0
O -1.252573 0.732904 -1.137073 -0.1 1.3 0.6
H -2.708047 -0.580730 -0.409898 0.9 -0.4 0.0
H -3.396176 0.698665 -1.154928 0.3 0.8 -0.8
H -2.371651 -0.501729 -2.153253 -1.1 -0.2 0.0
H -1.397165 1.566825 -1.590144 0.6 0.2 0.1
```
Positions in Å, forces in eV/Å.

These are the Löwdin partial charges, in e, on atoms 1 to 6:
1 Cr 0.51
2 Cl -0.15
3 B -0.42
4 H -0.03
5 H -0.07
6 H -0.04



# 2
The following is a quantum chemistry calculation of 5 unconnected molecules or ions with the total composition C4H20NO4S2 at a distorted geometry, from OMol25.

## Properties
Net charge: +1
Orbital gap, eV: 8.95
2S+1: 1
DFT total energy, eV: -35815.2624
Molar mass, u: 210.34
HOMO, eV: -11.79

Geometry as XYZ:
```
31
Properties=species:S:1:pos:R:3:forces:R:3
N -0.716905 -0.945441 -1.794253 3.0 -0.7 -2.4
C -0.974235 -0.547473 -0.403715 0.4 2.0 1.4
C -2.222136 -1.231741 0.130798 -0.6 0.6 0.4
C 0.195115 -0.776962 0.516190 -0.1 -1.2 4.5
S 1.842159 -0.176345 0.086759 -0.6 1.1 -2.2
S 3.191095 -0.572386 1.465203 0.4 -0.7 0.0
C 3.014180 0.568995 2.806209 -3.0 -4.4 2.8
H 0.018797 -0.317726 -2.227377 -1.5 0.4 0.3
H -0.085825 -1.783170 -1.988583 -1.5 -0.1 0.7
H -1.570390 -0.974780 -2.381603 0.7 0.0 0.3
H -1.038635 0.557325 -0.472622 -0.7 -0.5 0.0
H -2.028368 -2.331685 0.212600 -0.5 0.8 -0.5
H -3.040064 -0.887896 -0.583686 0.5 -1.1 1.2
H -2.468498 -0.895198 1.199067 0.4 -0.1 -1.8
H -0.029533 -0.283710 1.611137 0.0 -1.0 -2.8
H 0.176932 -1.868991 0.770473 0.5 0.6 -0.3
H 2.842859 -0.256444 3.667869 0.9 2.1 -1.3
H 2.121569 1.114024 2.993235 -1.1 0.5 -0.9
H 3.790900 1.159865 3.045269 3.1 1.8 0.4
H 2.056686 -2.866896 -3.917283 3.1 0.2 -0.9
H 0.821146 -3.604677 -4.051108 -2.2 -4.2 -2.5
O 1.193825 -2.919149 -3.636900 -1.1 4.1 3.7
H -3.696361 1.219764 3.317491 1.5 -2.5 -1.2
H -3.551429 -0.380402 3.178591 -0.3 0.2 0.3
O -3.156630 0.445787 2.883172 -1.2 2.3 1.0
H 2.759996 3.494871 0.410985 1.8 -0.8 -0.8
H 1.830945 3.235458 1.595398 0.1 -0.5 0.4
O 1.996884 3.787261 0.843244 -1.9 1.3 0.3
H -1.873027 2.509461 -3.179375 0.9 0.1 0.1
H -0.473313 3.178603 -3.121500 0.1 0.3 0.0
O -0.927736 2.349643 -2.975699 -1.0 -0.6 0.0
```
Positions in Å, forces in eV/Å.

These are the Löwdin partial charges, in e, on atoms 1 to 6:
1 N 0.19
2 C -0.48
3 C -0.04
4 C -0.54
5 S 0.44
6 S 0.48



# 3
The following is a quantum chemistry calculation of 6 unconnected molecules or ions with the total composition C4H20NO7 at a distorted geometry, from OMol25.

## Properties
Net charge: -1
Orbital gap, eV: 9.17
2S+1: 1
DFT total energy, eV: -20295.2450
Molar mass, u: 194.20
HOMO, eV: -5.99

Geometry as XYZ:
```
32
Properties=species:S:1:pos:R:3:forces:R:3
C -0.455801 0.261366 1.071801 0.3 0.2 -1.3
C 0.118832 1.338438 0.092478 0.6 0.0 0.4
C 0.419208 2.718988 0.726126 -1.1 -2.2 2.7
O 1.727166 3.137446 0.493608 0.3 1.6 0.3
N 0.605680 -0.556531 1.734616 -0.7 1.3 0.0
C 0.615633 -1.867853 1.154245 1.0 -0.6 -1.6
O 1.497529 -1.836199 0.017542 -0.7 -0.6 0.2
H -1.121844 0.744208 1.782743 0.2 0.1 0.1
H -1.109564 -0.416676 0.493978 0.4 0.3 0.1
H 1.055355 0.974683 -0.386380 -0.4 -0.1 0.5
H -0.512608 1.466675 -0.759784 -0.8 0.0 -0.5
H -0.424048 3.409393 0.653801 0.5 0.8 -1.6
H 0.252885 2.619338 1.851035 1.0 -0.4 -0.9
H 2.186456 2.633486 -0.172027 -0.3 -0.4 -0.4
H 1.520413 -0.155459 1.440540 -0.9 -0.4 0.5
H 1.103586 -2.593576 1.795825 -0.2 -0.1 0.4
H -0.417344 -2.219533 0.868900 0.9 0.4 0.5
H 1.073223 -1.488091 -0.821402 0.4 0.0 0.3
H 1.312198 -1.815938 -2.791848 0.1 -0.6 0.1
O 0.845387 -1.073691 -2.405245 -0.2 -0.8 0.5
H -1.510461 0.882004 3.775069 0.1 -0.6 -0.4
H 0.082751 0.963281 3.619414 -0.8 -0.5 -0.2
O -0.717757 1.358236 3.997919 0.6 1.1 0.9
H 1.589658 1.227264 -3.742326 -0.1 -0.3 0.1
H 1.527074 -0.344651 -3.454227 0.2 1.9 -0.3
O 1.984508 0.397819 -4.024937 0.2 -0.4 -0.3
H -0.342456 -1.598629 -2.006895 -1.5 0.5 -0.3
H -1.227559 -2.653939 -1.222448 -0.3 -0.4 0.0
O -1.404244 -1.842495 -1.702795 1.8 0.0 0.0
H -2.767151 -1.549509 -0.425602 -0.1 0.0 -0.7
H -3.782138 -0.661515 -1.090161 0.1 0.1 -0.2
O -3.724565 -1.458339 -0.563564 -0.5 0.0 0.9
```
Positions in Å, forces in eV/Å.

These are the Löwdin partial charges, in e, on atoms 1 to 6:
1 C -0.20
2 C -0.14
3 C -0.28
4 O -0.06
5 N -0.05
6 C -0.31